The following is a quantum chemistry calculation of a molecular structure, C22H44Br6O4 in a non-equilibrium geometry, from OMol25.

Cartesian coordinates (Å):
C (29.065, -19.914, -26.606)
C (30.293, -20.537, -25.940)
C (29.733, -21.691, -25.067)
O (28.426, -21.975, -25.614)
C (27.890, -20.848, -26.193)
H (29.098, -19.839, -27.693)
H (28.778, -18.907, -26.304)
H (30.898, -19.723, -25.540)
H (31.038, -20.833, -26.678)
H (29.651, -21.393, -24.022)
H (30.312, -22.613, -25.032)
H (27.181, -20.518, -25.434)
H (27.257, -21.156, -27.025)
C (28.258, -15.321, -23.198)
C (27.319, -14.917, -24.336)
C (26.147, -15.780, -23.970)
O (26.079, -15.426, -22.547)
C (27.346, -15.335, -21.963)
H (29.067, -14.591, -23.180)
H (28.649, -16.321, -23.383)
H (27.667, -15.133, -25.346)
H (27.122, -13.850, -24.238)
H (26.238, -16.857, -24.113)
H (25.217, -15.494, -24.460)
H (27.504, -16.159, -21.268)
H (27.486, -14.401, -21.418)
C (27.991, -16.989, -19.504)
C (29.520, -16.940, -19.380)
C (29.860, -18.438, -19.421)
O (28.699, -19.124, -18.870)
C (27.531, -18.372, -19.036)
H (27.791, -16.723, -20.543)
H (27.482, -16.216, -18.929)
H (29.730, -16.592, -18.368)
H (30.030, -16.200, -19.997)
H (30.757, -18.812, -18.928)
H (30.016, -18.957, -20.367)
H (27.071, -18.300, -18.050)
H (26.853, -18.653, -19.841)
C (24.432, -19.261, -21.521)
C (24.551, -17.904, -20.862)
C (26.020, -17.542, -21.008)
O (26.765, -18.771, -21.038)
C (25.857, -19.792, -21.517)
H (23.952, -19.356, -22.496)
H (23.871, -20.041, -21.006)
H (24.336, -17.957, -19.795)
H (23.893, -17.102, -21.199)
H (26.282, -16.785, -20.268)
H (26.027, -16.952, -21.925)
H (26.255, -20.715, -21.096)
H (26.211, -19.954, -22.535)
Br (32.093, -18.135, -25.003)
C (32.182, -19.791, -23.926)
C (31.143, -19.883, -22.717)
Br (31.377, -18.354, -21.495)
H (33.180, -19.989, -23.536)
H (32.068, -20.649, -24.590)
H (31.516, -20.721, -22.129)
H (30.088, -20.062, -22.927)
Br (32.478, -14.532, -23.046)
C (31.234, -15.886, -23.644)
C (30.792, -15.660, -25.083)
Br (29.425, -17.025, -25.415)
H (30.350, -15.851, -23.008)
H (31.724, -16.835, -23.423)
H (31.609, -15.771, -25.796)
H (30.371, -14.679, -25.306)
Br (27.007, -19.774, -24.309)
C (28.456, -18.645, -23.684)
C (28.047, -18.122, -22.306)
Br (29.403, -16.869, -21.591)
H (28.556, -17.731, -24.269)
H (29.398, -19.185, -23.592)
H (27.921, -18.989, -21.657)
H (27.078, -17.625, -22.316)

Spin multiplicity: 1
Gap between HOMO and LUMO in eV: 6.9
Total charge: 0
Molecular weight in g/mol: 852.0
ΔE to the lowest compared entry with this formula, charge and spin in kJ/mol: 3255.1

Charges obtained by Mulliken population analysis, quoted in units of e: -0.367 1.465 -0.158 -0.513 -0.711 0.463 -0.449 -1.578 0.616 0.245 0.406 0.145 0.266 2.826 -0.642 -0.036 -0.601 0.578 0.467 -5.294 0.368 0.410 -0.243 0.455 -0.267 0.600 0.514 -0.405 -0.353 -0.550 -0.239 -1.028 0.430 0.343 0.450 0.536 -0.200 0.407 0.135 -0.921 -1.101 0.610 -0.923 0.543 0.364 0.378 0.350 0.490 0.452 0.754 0.594 -0.733 -0.213 -0.871 -0.180 -0.281 0.514 0.590 0.717 0.091 -0.144 1.207 -1.010 -0.168 -1.083 -0.158 0.615 0.604 -0.011 -1.410 0.794 0.085 0.593 -0.398 1.890 -1.119